(1)
Computed, not measured: a 3-piece molecular cluster, C5H12O2 overall, with ωB97M-V/def2-TZVPD.

For the LUMO energy (alpha / beta), the calculation gives -5.4021 / -8.0732 eV. Its highest occupied orbital energy (alpha / beta) is -14.4 / -14.4 eV. The spin multiplicity is 2. As for the expectation value of S²: 0.7864. Its net charge is +1.

Each line ends with the Löwdin charge.
Element x y z (Å)
C: -0.901 -0.490 1.723  -0.005
C: 0.431 -0.558 0.979  -0.264
C: 1.196 0.572 0.928  0.229
C: 1.765 -1.838 -0.720  0.176
C: 0.954 -1.768 0.419  -0.042
H: -1.294 0.507 1.435  0.093
H: -0.918 -0.519 2.799  0.098
H: -1.678 -1.161 1.221  0.123
H: 0.875 1.587 1.287  0.134
H: 2.137 0.585 0.510  0.070
H: 2.226 -0.984 -1.326  0.130
H: 1.924 -2.840 -1.107  0.088
H: 0.429 -2.691 0.820  0.155
H: -0.703 -0.344 -2.413  0.016
H: -1.968 0.453 -2.621  0.060
O: -1.083 0.503 -2.243  -0.033
H: -1.555 3.620 -0.811  0.069
H: -0.947 2.241 -0.591  -0.042
O: -0.888 3.125 -0.287  -0.056

=====

(2)
Computed, not measured: a 3-piece molecular cluster, C5H12O2 overall, with ωB97M-V/def2-TZVPD.

For the LUMO energy (alpha / beta), the calculation gives -5.6870 / -7.9759 eV. Its highest occupied orbital energy (alpha / beta) is -12.9 / -12.9 eV. The spin multiplicity is 2. As for the expectation value of S²: 0.7916. Its net charge is +1.

Each line ends with the Löwdin charge.
Element x y z (Å)
C: -0.956 -1.925 -0.550  0.166
C: -1.226 -0.966 -1.507  -0.058
C: -0.163 -0.244 -2.073  -0.047
C: -0.325 0.960 -2.725  -0.007
C: 0.830 1.644 -3.272  -0.031
H: -1.676 -2.449 0.072  0.100
H: -0.122 -2.613 -0.696  0.111
H: -2.221 -0.892 -1.921  0.138
H: 0.805 -0.713 -1.927  0.137
H: -1.347 1.291 -2.876  0.143
H: 0.714 1.383 -4.347  0.139
H: 0.878 2.728 -3.197  0.113
H: 1.746 1.108 -3.034  0.098
H: 0.823 1.034 5.624  0.031
H: 1.290 0.605 4.255  -0.005
O: 1.548 0.584 5.183  -0.061
H: 0.282 -0.854 2.018  0.026
H: -1.066 -0.410 2.768  0.044
O: -0.111 -0.341 2.729  -0.036

=====

Short version: (1), (2), most stable first.

=====

(1)
Computed, not measured: one molecule with the formula C2H6N4S2, with ωB97M-V/def2-TZVPD.

For the LUMO energy (alpha / beta), the calculation gives -1.2252 / -1.2268 eV. Its highest occupied orbital energy (alpha / beta) is -8.0 / -8.0 eV. Its SMILES is N[C@H]1[C@H](N)N1[N+](=S)[S-].

Each line ends with the Löwdin charge.
Element x y z (Å)
C: -0.728 -0.480 0.001  -0.341
C: 0.607 0.253 0.110  -0.188
N: -0.716 0.538 1.076  -0.096
N: -1.533 1.580 1.289  -1.180
N: -1.599 -0.224 -1.013  0.087
N: 1.758 -0.345 0.607  0.109
S: -1.029 3.031 0.988  0.608
S: -3.098 1.381 2.007  0.436
H: -0.585 -1.411 0.377  0.112
H: 0.684 1.044 -0.533  0.090
H: -2.015 0.684 -0.992  0.062
H: -2.359 -0.902 -1.356  0.143
H: 1.544 -1.143 1.146  0.075
H: 2.325 0.255 1.153  0.084

=====

(2)
Computed, not measured: one molecule with the formula C2H6N4S2, with ωB97M-V/def2-TZVPD.

For the LUMO energy, the calculation gives 0.4462 eV. Its highest occupied orbital energy is -8.1 eV. Its SMILES is C=NS/C(=N\S)NN.

Each line ends with the Löwdin charge.
Element x y z (Å)
C: 0.915 0.443 0.374  -0.728
C: -2.046 -2.116 -0.284  -0.135
H: -1.506 2.321 0.629  0.146
H: -1.012 1.590 -0.834  0.054
H: 1.424 2.569 0.250  0.204
H: -1.939 -3.094 0.268  0.082
H: -2.938 -2.001 -0.869  0.048
H: 3.845 -0.856 -0.963  -0.043
N: -0.620 2.252 -0.129  -0.062
N: 0.608 1.784 0.425  -0.164
N: -1.397 -0.969 -0.184  -0.394
N: 2.100 0.150 0.064  -0.496
S: -0.294 -0.798 1.127  0.837
S: 2.862 -1.275 0.124  0.652

=====

Short version: (2), (1), most stable first.

=====

(1)
Computed, not measured: an isolated ion of composition C4H10ClN2 and charge +1, with ωB97M-V/def2-TZVPD.

For the LUMO energy, the calculation gives -3.4637 eV. Its highest occupied orbital energy is -13.9 eV. Its SMILES is C[NH2+][C@H]1[C@@H](C)N1Cl. Its net charge is +1.

Each line ends with the Löwdin charge.
Element x y z (Å)
C: 0.514 -0.061 1.246  -0.363
C: -0.819 0.183 0.615  -0.106
C: 1.843 -0.496 0.501  -0.014
C: -1.072 -0.663 -1.630  -0.046
N: 0.254 1.371 1.230  -0.471
N: -0.896 0.511 -0.859  0.018
Cl: -0.166 2.265 2.615  0.652
H: 0.246 -0.565 2.292  0.187
H: -1.764 0.230 1.137  0.147
H: 1.634 -1.192 -0.341  0.072
H: 2.602 -1.017 1.043  0.070
H: 2.294 0.372 -0.094  0.110
H: -2.066 -0.970 -2.003  0.128
H: -0.534 -0.690 -2.571  0.114
H: -0.655 -1.451 -1.048  0.091
H: -1.513 1.342 -1.157  0.237
H: 0.098 0.830 -0.976  0.174

=====

(2)
Computed, not measured: C4H10ClN2 as an isolated structure, with ωB97M-V/def2-TZVPD.

For the LUMO energy, the calculation gives -3.1796 eV. Its highest occupied orbital energy is -15.2 eV. Its net charge is +1.

Each line ends with the Löwdin charge.
Element x y z (Å)
C: 0.318 -0.947 -0.747  -0.243
C: -1.304 0.234 1.199  -0.111
C: 0.694 1.619 0.431  -0.094
C: -0.465 0.656 0.037  -0.786
N: 1.032 -1.710 0.076  0.212
N: 0.036 -1.111 -1.995  0.148
Cl: -1.363 1.381 -1.240  0.793
H: -1.521 1.217 1.650  0.104
H: -0.758 -0.216 2.089  0.118
H: -2.154 -0.341 0.946  0.075
H: 1.328 1.758 -0.424  0.075
H: 1.170 1.048 1.270  0.092
H: 0.390 2.599 0.845  0.106
H: 1.343 -1.346 0.964  0.127
H: 1.547 -2.478 -0.186  0.099
H: -0.661 -0.380 -2.358  0.084
H: 0.369 -1.983 -2.558  0.200

=====

Short version: (2), (1), most stable first.

=====

(1)
Computed, not measured: a 2-piece molecular cluster, C3H10Si2 overall, with ωB97M-V/def2-TZVPD.

For the LUMO energy, the calculation gives -0.2878 eV. Its highest occupied orbital energy is -8.0 eV.

Each line ends with the Löwdin charge.
Element x y z (Å)
C: -0.014 -1.836 0.769  -0.653
C: -0.160 2.118 0.703  -0.095
C: -0.426 -0.606 -1.848  -0.364
Si: 1.028 -0.471 1.524  0.723
Si: -1.425 -1.082 -0.340  0.701
H: 0.529 -2.746 0.401  0.033
H: -0.466 -2.393 1.597  -0.017
H: -1.163 1.925 0.945  -0.092
H: 0.229 3.073 1.253  0.004
H: 0.080 2.308 -0.316  -0.073
H: -0.704 -1.140 -2.732  -0.001
H: -0.680 0.446 -2.097  0.022
H: 0.629 -0.727 -1.719  0.002
H: 2.411 -0.396 0.866  -0.067
H: 0.773 -0.188 2.862  -0.123

=====

(2)
Computed, not measured: one molecule with the formula C3H10Si2, with ωB97M-V/def2-TZVPD.

For the LUMO energy, the calculation gives 0.8717 eV. Its highest occupied orbital energy is -8.7 eV. Its SMILES is C[Si]1(C)C[SiH2]1.

Each line ends with the Löwdin charge.
Element x y z (Å)
C: 1.347 -0.107 1.127  -0.400
C: -1.367 1.511 -0.091  -0.248
C: -1.213 -1.713 -0.200  -0.202
Si: 1.906 0.425 -0.733  0.560
Si: -0.182 -0.041 -0.078  0.482
H: 1.425 -1.052 1.630  -0.001
H: 1.693 0.561 1.760  -0.080
H: -1.416 2.264 0.694  0.011
H: -1.054 2.108 -1.046  0.043
H: -2.384 1.207 -0.231  -0.013
H: -0.597 -2.494 0.256  0.014
H: -2.203 -1.594 0.280  0.028
H: -1.311 -1.944 -1.283  0.021
H: 2.610 -0.751 -1.202  -0.119
H: 2.746 1.621 -0.882  -0.095

=====

Short version: (2), (1), most stable first.

=====

(1)
Computed, not measured: C4H6O4 as an isolated structure, with ωB97M-V/def2-TZVPD.

For the LUMO energy, the calculation gives -3.9499 eV. Its highest occupied orbital energy is -8.5 eV.

Each line ends with the Löwdin charge.
Element x y z (Å)
O: -1.162 2.351 1.112  -0.074
C: -0.503 2.856 0.187  -0.635
O: 0.762 2.982 0.156  -0.104
C: 1.014 -1.391 0.147  0.041
C: 0.538 0.010 -0.007  0.168
C: -0.528 -1.415 -0.326  -0.598
O: -0.490 -1.526 -1.554  0.155
O: -1.313 -1.803 0.694  0.171
H: -1.063 3.287 -0.695  0.111
H: 1.412 -2.010 -0.660  0.137
H: 1.245 -1.814 1.131  0.139
H: 0.671 0.657 0.853  0.107
H: 0.497 0.455 -0.999  0.130
H: -1.079 -2.638 -0.039  0.253

=====

(2)
Computed, not measured: a 2-piece molecular cluster, C4H6O4 overall, with ωB97M-V/def2-TZVPD.

For the LUMO energy, the calculation gives 0.6978 eV. Its highest occupied orbital energy is -9.4 eV.

Each line ends with the Löwdin charge.
Element x y z (Å)
C: -0.466 -2.821 -0.142  -0.140
C: 0.604 -2.012 -0.710  0.043
C: 0.008 0.814 -0.203  -0.514
C: -0.232 2.293 -0.347  -0.106
O: 0.590 -2.234 0.605  -0.067
O: -0.120 -0.033 -1.021  0.072
O: 0.556 0.435 0.964  0.053
O: 0.622 3.082 0.563  -0.073
H: -1.415 -2.513 0.080  0.079
H: -0.377 -3.886 -0.414  0.116
H: -1.389 2.566 -0.209  0.173
H: 0.041 2.459 -1.392  0.125
H: 0.610 -0.662 0.941  0.152
H: 0.968 2.511 1.285  0.087

=====

Short version: (2), (1), most stable first.